Record 1
C2HCl2N3 | ωB97M-V with the def2-TZVPD basis set

```
8
Properties=species:S:1:pos:R:3:lowdin_charge:R:1
Cl 2.3366 -0.8602 -0.2611 0.58
Cl 1.0283 1.6526 -0.5252 0.72
N -1.5645 -0.3556 0.0576 0.03
N -1.3938 0.7179 0.6290 -0.18
N -0.6969 1.5413 0.9683 0.09
C 0.8009 -0.0218 -0.2176 -1.10
C -0.3033 -0.8005 -0.2912 -0.25
H -0.2073 -1.8737 -0.3597 0.10
```

## Properties
Electronic energy in a.u.: -1161.317641
Kohn-Sham gap in hartree: 0.3261
Maximum force in eV Å⁻¹: 3.5


Record 2
C24H40N2O4 | ωB97M-V with the def2-TZVPD basis set

```
70
Properties=species:S:1:pos:R:3:lowdin_charge:R:1
O 0.5848 5.4704 -1.1402 -0.06
O -5.0313 -0.8664 3.5360 -0.05
O 1.5570 2.4708 0.9009 -0.03
O -2.5046 0.2779 3.9965 -0.04
N 2.0002 3.4592 -2.4413 -0.09
N -1.9563 -2.5448 1.9611 -0.10
C -0.5358 2.6249 2.1408 -0.09
C 2.9306 1.5467 -4.5392 -0.23
C -3.2736 -1.9999 1.9408 -0.18
C -0.3212 -3.0933 0.5225 -0.20
C 2.7707 1.2106 -3.2415 -0.18
C 0.2515 0.4495 1.6482 0.06
C -1.4553 -2.4545 0.5775 -0.31
C -1.3894 2.1100 2.9040 -0.08
C 0.4843 3.9980 -0.7455 -0.29
C -0.3067 -4.7174 0.8772 -0.34
C 2.4472 0.3903 -5.6480 0.03
C -2.8423 -1.2081 4.2742 -0.13
C 0.5872 1.9286 1.6614 -0.20
C -1.6558 0.7884 3.1087 -0.31
C -2.3797 -4.0950 2.0662 -0.07
C -0.6253 -0.0928 2.6806 0.02
C 1.5188 2.6820 -4.9175 -0.02
C 1.5058 3.7588 0.5626 -0.14
C 2.9638 2.4499 -2.2276 -0.16
C 2.0364 3.6374 -3.9014 -0.22
C -3.6976 -1.6701 3.4387 -0.34
C 1.1630 -5.4243 0.9460 -0.02
C -1.0003 -4.8090 2.0881 -0.21
C 0.6521 3.2492 -1.8169 -0.16
H -2.1585 -2.9642 -0.1563 0.17
H 0.9367 -6.5302 1.2058 0.11
H 1.3807 4.4643 1.3047 0.11
H 2.9444 2.0027 -1.3851 0.06
H -0.0838 3.2947 -2.4019 0.07
H -4.1723 -2.7300 3.8189 0.21
H 3.6237 1.9009 -5.0094 0.04
H 2.7919 4.0989 -4.0412 0.01
H 1.8129 3.1128 -5.9415 0.14
H -1.9553 -1.5877 4.2836 0.07
H -0.7688 -5.0550 0.0734 0.08
H 1.7197 0.0004 -5.3995 -0.07
H 1.1949 -0.1761 1.3704 0.13
H -0.3544 3.8979 -0.2167 0.09
H -0.6279 3.6848 1.9916 0.12
H 1.6863 -5.0938 1.6534 -0.04
H 2.4878 0.7554 -6.4746 -0.03
H 1.1751 4.5703 -3.9751 0.18
H 0.6287 2.1244 -1.3570 0.19
H 3.8504 2.6812 -2.3654 0.05
H 3.4503 0.4009 -2.9276 0.12
H 0.3193 -3.0257 -0.4044 0.14
H -4.2481 -2.3369 1.2962 0.18
H 3.3329 -0.4027 -5.5979 0.13
H 1.9345 -5.4077 0.1255 0.09
H -2.9736 -0.8121 1.5198 0.18
H -2.7757 -4.1910 2.9633 0.05
H -0.2224 -4.5050 2.8309 0.14
H 1.6726 0.6957 -2.7964 0.20
H -4.6798 0.0194 3.3740 0.06
H -0.6249 -0.9522 2.8908 -0.03
H -3.1185 -4.4375 1.4611 0.09
H 0.6358 2.2389 -4.6826 0.07
H 0.6397 -2.8823 1.2675 0.17
H -2.2263 2.6249 3.6321 0.19
H -3.0964 -1.1017 5.4181 0.20
H 2.4304 3.9849 0.0990 0.11
H -1.3992 -1.4170 0.4139 0.10
H -1.1604 -5.8621 2.4872 0.14
H 1.5191 5.3904 -1.5611 0.11
```

## Properties
Electronic energy in a.u.: -1348.082470
Kohn-Sham gap in hartree: 0.3034
Maximum force in eV Å⁻¹: 17.8
SMILES: CC1CCN(C[C@H](O)COc2ccc(OC[C@@H](O)CN3CCC(C)CC3)cc2)CC1


Record 3
C9H17AlF3O3 | ωB97M-V with the def2-TZVPD basis set

```
33
Properties=species:S:1:pos:R:3:lowdin_charge:R:1
Al 0.2369 -0.0420 0.4493 0.33
F -4.2374 1.4532 -1.2044 -0.03
F -2.2023 2.8343 -0.9643 -0.01
F -4.0676 2.8862 0.6973 -0.04
O 3.1047 0.7752 0.2058 -0.32
O 1.3095 -0.8975 -3.4834 -0.17
O -0.3707 -2.9377 0.0035 -0.34
C 0.3747 -1.0380 -2.5094 -0.20
C -3.2415 2.0402 -0.2406 -0.23
C 0.0159 0.2542 -1.5670 -0.17
C -0.3481 -1.9427 1.0859 -0.26
C 0.9391 -3.5751 -0.2025 -0.15
C -2.5986 0.8457 0.6893 -0.17
C -1.1291 1.2530 1.3646 -0.22
C 2.1374 0.2305 1.1704 -0.27
C 2.8213 2.1826 -0.1218 -0.16
H 0.8556 -4.7430 -0.0266 0.09
H -1.1530 0.9417 2.4930 0.06
H 2.8702 2.9040 0.8267 0.09
H -0.8255 2.3687 1.1730 0.06
H 3.6590 2.5491 -0.8801 0.10
H -3.3893 0.5675 1.5058 0.12
H 0.3781 -2.3188 1.9413 0.07
H 1.8025 -3.1483 0.4853 0.09
H -1.1396 0.4927 -1.7489 0.07
H -1.4261 -1.8756 1.5711 0.07
H 1.7613 2.3686 -0.6027 0.07
H 1.2844 -3.4114 -1.3211 0.09
H 2.0700 0.8471 2.1863 0.07
H -2.4935 -0.1169 -0.0088 0.11
H 0.5980 1.1750 -2.0078 0.07
H 2.5536 -0.8387 1.4934 0.07
H -0.1498 -2.0835 -2.4523 0.11
```

## Properties
Electronic energy in a.u.: -1120.723684
Kohn-Sham gap in hartree: 0.2878
Charge: -1
Maximum force in eV Å⁻¹: 7.4


Record 4
C38H58F2NO4P2 | ωB97M-V with the def2-TZVPD basis set

```
105
Properties=species:S:1:pos:R:3:lowdin_charge:R:1
P -2.6571 3.4970 2.6839 0.94
P -3.3336 -2.7179 -1.5454 1.00
F 10.1075 2.9579 2.0973 -0.10
F 6.0949 -0.2533 0.3098 -0.15
O 4.2492 2.2162 5.7606 -0.03
O -3.5926 4.1544 3.9975 -0.32
O -3.2547 1.9271 2.2050 -0.36
O 2.8527 0.8382 0.5390 -0.05
N 0.4746 4.8289 -0.1959 0.09
C 9.1722 5.4192 2.2116 -0.20
C -6.3260 -4.6436 -1.2440 -0.26
C -0.8201 3.2256 3.1469 -0.23
C -6.1481 -3.1669 -1.5880 -0.22
C -0.2294 2.3421 0.5513 -0.18
C -3.8525 -7.2799 -2.3161 -0.10
C 8.7943 6.5477 3.3672 -0.13
C -3.4197 0.8470 -0.8099 -0.22
C -0.6930 -3.5049 -3.8981 -0.25
C -0.3263 3.5737 4.6710 -0.04
C -2.0280 1.0136 -0.2205 -0.18
C 2.2954 2.7466 4.0649 -0.01
C 7.6368 3.3006 2.5690 -0.07
C -4.8897 -2.8191 -2.3934 -0.27
C -3.0957 -6.0066 -2.6640 -0.26
C 3.8561 2.5237 4.5209 -0.21
C -2.0200 4.2297 -0.7165 -0.07
C 4.5940 2.2390 1.7803 0.02
C 6.5055 3.1794 3.7589 0.05
C 5.7758 2.3326 0.6448 -0.07
C 9.1877 3.8681 2.8329 -0.21
C 1.8812 2.3603 2.4921 0.03
C 5.7738 0.2925 -1.0590 -0.12
C 3.0464 1.7380 1.5066 -0.19
C 0.4433 -3.4203 -2.8920 -0.10
C 0.3156 2.6350 2.0704 -0.03
C -4.2474 -0.2928 -0.2115 -0.21
C -0.5171 3.8434 -0.1276 -0.27
C 5.5077 1.9214 -0.9258 -0.15
C -1.6628 -2.3322 -3.8858 -0.22
C -6.7936 -5.4802 -2.4225 -0.10
C 5.0124 2.6509 3.3312 -0.01
C 7.3102 2.8620 1.0071 0.06
C -2.2573 -5.4716 -1.5082 -0.22
C -3.5951 -1.6686 -0.0900 -0.26
C 1.2257 3.3332 5.1623 0.02
C -2.1469 -1.8439 -2.5298 -0.27
C -2.7473 -4.2162 -0.7969 -0.26
H -4.4666 -7.1518 -1.4205 0.07
H -6.8667 -6.5331 -2.1322 0.08
H -1.4863 1.7973 -0.7603 0.06
H 8.2802 5.4537 1.4194 0.11
H -3.3519 0.7382 -1.8940 0.10
H -3.9700 1.7841 -0.6556 0.11
H -4.5022 -7.5725 -3.1453 0.08
H -4.0216 2.0013 1.5566 0.06
H -2.5835 4.8345 0.1231 0.06
H 4.4762 2.2738 -1.3520 0.12
H -1.4317 0.1022 -0.2912 0.11
H -1.1592 -1.4893 -4.3781 0.13
H 1.3632 4.4677 0.2161 0.03
H -1.9662 4.9363 -1.6556 0.09
H 6.3514 2.4666 -1.5597 0.11
H 4.8431 -0.3021 -1.4754 0.12
H 9.6014 6.6196 4.2199 0.09
H -2.0849 1.3076 0.8328 0.07
H -1.2160 1.7074 0.5856 -0.06
H -2.5273 -2.5791 -4.5142 0.12
H -3.1541 -8.1040 -2.1341 0.09
H -7.0260 -2.8315 -2.1498 0.13
H 10.1481 5.6867 1.6225 0.12
H -2.1348 -6.2578 -0.7508 0.13
H -4.8135 -3.4610 -3.2740 0.09
H -3.7824 -5.2526 -3.0395 0.07
H 8.1292 2.9154 0.1525 0.12
H -2.5869 3.2234 -0.9797 0.05
H -1.2523 -4.4241 -3.7574 0.07
H -1.0932 4.0085 5.4488 0.08
H 6.7885 3.4891 4.8600 0.12
H -4.2344 -2.2594 0.5785 0.11
H -1.2405 -5.2951 -1.8624 0.09
H -5.0616 -1.8171 -2.8030 0.11
H -3.2071 3.9234 4.8954 0.05
H -0.2624 -3.5880 -4.9026 0.12
H -1.2902 -1.5727 -1.9058 0.10
H 6.7196 0.0535 -1.7466 0.13
H -7.0802 -4.7287 -0.4493 0.12
H 1.5266 3.6258 6.2619 0.11
H -6.1125 -5.4078 -3.2709 0.06
H 0.5361 1.8160 -0.1606 0.13
H 9.3503 3.8486 3.9919 0.15
H -1.9068 -3.9010 -0.1631 0.11
H -3.5124 -4.5319 -0.0785 0.10
H -2.6346 -0.8983 -2.7695 0.09
H -5.4082 -5.0620 -0.8350 0.08
H 1.0209 -4.3495 -2.9047 0.09
H -2.6415 -1.5855 0.4417 0.11
H -6.1471 -2.5945 -0.6516 0.10
H 7.7428 6.2327 3.8213 0.08
H 0.0836 -3.2802 -1.8689 0.06
H 1.1186 -2.5947 -3.1344 0.09
H 8.6109 7.5582 2.7993 0.08
H -5.1792 -0.3756 -0.7813 0.11
H -7.7817 -5.1585 -2.7594 0.08
H -2.4331 -6.2566 -3.5025 0.11
H -4.5389 0.0177 0.8008 0.11
```

## Properties
Electronic energy in a.u.: -2719.801761
Kohn-Sham gap in hartree: 0.2507
Charge: +1
Maximum force in eV Å⁻¹: 8.0


Record 5
C35H44AsCl2N3OS3Si2Ti | ωB97M-V with the def2-TZVPD basis set

```
92
Properties=species:S:1:pos:R:3:lowdin_charge:R:1
As -0.3148 -2.4137 -2.5911 0.69
Ti -0.9509 -0.6633 -0.6494 0.25
Cl 0.6943 -1.8156 1.0732 0.73
Cl -4.1391 -1.8086 3.5991 0.65
S -0.4477 2.1809 1.3756 0.97
S -2.5408 -1.9539 0.8437 0.59
S -2.9409 2.9200 -0.8368 0.65
Si -1.1498 -4.5273 -2.1395 0.16
Si 1.9695 -2.7530 -2.6353 0.16
O -1.0157 0.8829 0.8697 -0.66
N -2.6713 0.5071 -2.0774 -0.07
N -4.4178 0.6184 -0.8017 -0.11
N -0.4013 0.8004 -2.2856 0.02
C 0.6533 1.6744 2.7229 -0.26
C 2.3545 3.0037 4.0013 -0.05
C -5.3291 1.0049 0.2567 -0.01
C 0.6206 1.6978 -4.2371 -0.02
C -1.7693 -1.7444 4.8277 -0.12
C -0.3853 -1.7397 4.8993 -0.09
C 4.2292 3.8295 0.9504 -0.08
C 2.7036 5.6533 1.2915 -0.07
C -0.7380 -5.7477 -3.5133 -0.23
C 2.7090 4.0379 4.8540 -0.08
C -1.5797 0.9716 -2.8718 -0.34
C 3.9952 5.1430 1.3266 -0.08
C -3.3513 1.3438 -1.2021 -0.76
C -0.6198 1.8680 -4.8258 -0.03
C 0.6891 1.1564 -2.9627 -0.12
C -1.7079 -1.8496 2.3736 -0.70
C 2.6002 -2.8204 -4.4072 -0.25
C 1.6515 4.8536 0.8774 -0.04
C -3.0275 -4.3543 -2.1230 -0.24
C 1.7388 4.9003 5.3427 -0.09
C 3.1718 3.0223 0.5555 -0.05
C 1.8766 3.5273 0.5173 -0.28
C 0.3491 -1.7768 3.7263 -0.14
C -2.4019 -1.8017 3.5975 -0.67
C 0.0569 3.6749 4.1372 -0.05
C -1.7616 1.4978 -4.1309 0.03
C 0.7481 2.6455 0.0844 -0.28
C -0.6189 -5.2548 -0.4914 -0.22
C -4.4816 -0.5862 -1.4894 -0.07
C -3.4322 -0.6543 -2.3193 -0.09
C 2.5827 -4.2991 -1.7496 -0.23
C 0.4112 4.7137 4.9840 -0.08
C -0.3137 -1.8180 2.5137 -0.62
C 1.0284 2.8148 3.6305 -0.27
C 2.9118 -1.3245 -1.7844 -0.24
H 3.1166 2.3399 3.6127 0.11
H -3.4957 -5.2749 -1.7641 0.03
H -0.7025 2.2844 -5.8211 0.12
H 3.6871 -2.9399 -4.4394 0.02
H 0.1142 -1.7052 5.8576 0.10
H 2.0147 5.7115 6.0037 0.10
H 0.0452 0.9295 3.2436 0.10
H 4.8177 5.7717 1.6420 0.10
H -1.0152 -5.3382 -4.4867 0.02
H 1.4309 -1.7694 3.7423 0.11
H 2.1454 -3.6546 -4.9456 0.02
H 0.6448 5.2547 0.8427 0.12
H -0.3538 5.3762 5.3678 0.10
H 3.6648 -4.3928 -1.8823 0.03
H 3.7467 4.1729 5.1313 0.11
H -4.9756 1.9431 0.6746 0.06
H 3.3546 1.9947 0.2594 0.12
H -0.9836 3.5352 3.8683 0.11
H 2.5176 6.6789 1.5825 0.11
H -5.2510 -1.3091 -1.2853 0.14
H 2.2690 -0.7140 -1.1442 -0.04
H -3.4056 -4.1528 -3.1284 0.02
H -3.3400 -3.5476 -1.4560 -0.03
H -1.0402 -6.2533 -0.3429 0.03
H 5.2352 3.4298 0.9664 0.11
H 1.5315 1.9663 -4.7527 0.11
H 2.1197 -5.2174 -2.1100 0.01
H 2.3370 -1.9043 -4.9415 0.01
H -5.3247 0.2324 1.0254 0.09
H 1.6433 0.9882 -2.4836 0.10
H 0.1192 3.1115 -0.6765 0.08
H 3.4048 -0.6701 -2.5082 0.02
H 0.3217 -6.0040 -3.5461 0.01
H -2.7565 1.6065 -4.5367 0.13
H -0.9692 -4.6088 0.3167 0.00
H -2.3725 -1.7087 5.7242 0.10
H 1.1083 1.6847 -0.2935 0.07
H 1.5231 1.1643 2.3055 0.10
H -1.2991 -6.6747 -3.3616 0.03
H 0.4677 -5.3293 -0.4236 0.00
H 3.6925 -1.7427 -1.1425 0.03
H 2.3821 -4.2185 -0.6785 0.01
H -6.3349 1.1393 -0.1402 0.10
H -3.0725 -1.4222 -2.9827 0.09
```

## Properties
Electronic energy in a.u.: -7378.917367
Kohn-Sham gap (spin up / spin down) in hartree: 0.2259 / 0.2412
Maximum force in eV Å⁻¹: 0.8
2S+1: 3


Record 6
C56H76BrN9O5 | ωB97M-V with the def2-TZVPD basis set

```
147
Properties=species:S:1:pos:R:3:lowdin_charge:R:1
Br 1.7833 -1.1110 3.0505 0.66
O -2.3076 -0.3771 1.1469 0.08
O -1.2343 -3.0138 -2.8229 0.08
O 2.4901 -1.4457 -4.0358 -0.18
O -0.5295 0.2166 3.6873 -0.01
O 2.3336 -8.1256 0.3186 0.01
N 0.2221 -5.5086 -1.5021 0.00
N 1.4006 3.1912 -5.7388 0.07
N -6.2619 -2.8267 -0.0780 0.14
N 6.5713 -0.1615 -5.0275 0.15
N -3.4375 1.5585 7.9559 0.14
N -0.5941 11.9728 2.7807 0.16
N 2.3439 7.8888 -0.3765 0.16
N -1.0790 -6.9128 4.2453 0.16
N 3.7922 -5.4335 -1.8036 0.19
C -2.1866 4.7831 6.3526 -0.11
C -0.9723 8.7301 1.3066 -0.11
C -2.8167 1.8750 7.0417 -0.24
C 0.6203 -0.4158 -2.8712 -0.03
C -0.2055 -1.0221 -1.7884 0.00
C -2.0288 2.2844 5.8769 -0.20
C 1.8909 -7.0061 0.5323 -0.23
C 8.5158 -0.6720 -2.1716 -0.27
C 1.3014 4.5200 -1.7604 0.11
C -3.9064 12.8124 4.4684 -0.11
C 3.4298 -6.2889 -2.4808 -0.21
C 0.6873 1.8646 -1.5582 -0.11
C 2.9666 -7.3742 -3.3460 -0.18
C -1.2682 3.5896 6.1197 -0.26
C -1.6819 12.1837 2.4729 -0.24
C -2.1696 -6.7127 3.9385 -0.22
C -5.7906 0.4725 -1.1274 -0.26
C -0.9485 -6.1158 -2.2044 -0.24
C -0.8436 -3.0098 2.1545 -0.14
C -3.7699 13.3976 3.0681 -0.27
C -1.3938 -0.9182 0.5457 -0.27
C -0.8340 9.3132 -0.0939 -0.27
C 3.1674 -2.1520 -1.6782 -0.21
C 1.1426 3.3440 -1.4515 -0.08
C 7.7991 -1.5592 -3.1915 -0.20
C 0.4639 -6.7526 1.2179 -0.09
C -0.7387 -2.5155 -1.8251 -0.26
C 1.0794 2.1374 -5.0674 -0.21
C 1.0885 1.0239 -2.7548 -0.08
C 7.1106 -0.7780 -4.2211 -0.24
C 4.0033 -0.7848 -1.5594 -0.09
C -4.3966 -6.0739 5.9284 -0.11
C -0.1514 -4.6964 -0.3593 -0.13
C -0.6110 -3.2749 -0.4393 0.03
C -0.1636 -0.9088 3.4707 -0.72
C -3.5582 -6.4571 3.5523 -0.18
C 3.0177 -6.0014 -5.4923 -0.10
C -5.7810 0.0102 -2.5794 -0.11
C -0.0449 -5.2810 1.0409 -0.09
C -1.1419 -2.1755 3.4771 -0.09
C 1.2571 8.1008 -0.6848 -0.25
C 3.5082 -7.2518 -4.7719 -0.26
C -0.3869 -4.4429 2.2314 0.03
C -3.0690 12.4537 2.0886 -0.20
C -0.1303 8.3691 -1.0714 -0.20
C 2.8341 -2.5551 -3.1882 -0.22
C 2.0048 1.7022 -3.8518 -0.13
C -0.9559 -2.4276 0.7733 0.00
C -0.1529 1.2532 -0.4497 0.06
C -0.5587 -0.1722 -0.5780 -0.04
C -5.7414 -1.8025 -0.1216 -0.23
C -4.2648 -5.5057 4.5206 -0.26
C -5.0778 -0.4983 -0.1837 -0.20
C 9.6377 0.1574 -2.7843 -0.11
C 1.0548 -1.2693 -4.1278 -0.13
C -2.1070 -6.6330 -1.2592 -0.09
H -4.9340 -5.3717 6.5696 0.08
H -5.2648 -5.2924 4.1332 0.11
H -4.7686 13.6224 2.6829 0.11
H -0.1411 8.8159 -2.0689 0.12
H 3.1943 -8.1309 -5.3416 0.11
H 2.5370 -6.1292 0.1746 0.10
H -1.5069 9.4280 1.9536 0.04
H -0.2744 -4.9244 3.2504 0.09
H 3.2891 -8.3283 -2.9217 0.13
H -4.0399 -0.6281 -0.4999 0.10
H 1.3041 5.6329 -1.9092 0.04
H -2.6848 2.3928 5.0074 0.12
H -0.6401 3.7951 5.2484 0.11
H 4.6933 -0.8492 -0.6534 0.08
H 0.6024 -6.9914 2.3119 0.10
H 8.9377 -1.3094 -1.3893 0.11
H 2.2697 3.5447 -5.3006 0.05
H 0.7985 -0.7404 -5.1025 0.13
H -2.2228 -1.8855 3.5793 0.13
H 3.4055 -5.9773 -6.5131 0.08
H -1.8327 9.5364 -0.4814 0.11
H -0.6828 7.4261 -1.1403 0.12
H 8.5164 -2.2388 -3.6626 0.12
H 0.5662 -2.2837 -4.1834 0.11
H -0.5975 3.4786 6.9770 0.11
H -3.7304 -4.5516 4.5655 0.10
H -3.0809 12.9015 1.0916 0.12
H 3.3536 -5.0915 -4.9895 0.06
H 1.8719 -7.3895 -3.3637 0.11
H -3.4189 -6.2535 6.3813 0.07
H 3.7945 -2.9977 -3.6191 0.12
H -2.9303 12.6207 4.9192 0.07
H -6.2727 0.7509 -3.2144 0.07
H 10.3863 -0.4843 -3.2560 0.08
H 3.7908 -2.9475 -1.1545 0.08
H 0.0029 8.5406 1.7596 0.08
H -2.8531 4.9363 5.4998 0.07
H -0.2950 10.2635 -0.0363 0.11
H -5.2961 1.4461 -1.0660 0.11
H -1.3130 1.4956 5.6363 0.09
H -3.5736 -6.0215 2.5495 0.12
H -4.4396 13.5099 5.1182 0.07
H -4.4661 11.8738 4.4476 0.08
H -4.7580 -0.1208 -2.9416 0.07
H -0.4503 1.8835 0.4414 0.13
H 4.6021 -7.2546 -4.7590 0.11
H 0.7420 -4.9490 -2.1882 0.09
H -2.7986 4.6490 7.2473 0.07
H -6.3130 -0.9358 -2.7020 0.07
H 2.6190 2.5621 -3.4324 0.11
H -1.5308 7.7902 1.2860 0.08
H -4.1049 -7.4036 3.4952 0.12
H -4.9499 -7.0163 5.9198 0.08
H 7.7979 -0.0044 -1.6859 0.11
H -0.2313 -7.5062 0.7519 0.10
H 9.2573 0.8520 -3.5364 0.07
H -1.5965 5.6924 6.4886 0.07
H 3.2507 0.0278 -1.2987 0.06
H -3.2295 14.3469 3.1254 0.11
H -3.6225 11.5115 2.0196 0.12
H 2.7577 0.9574 -4.2631 0.12
H 7.0678 -2.1826 -2.6701 0.11
H 0.1700 1.4994 -5.2706 0.11
H -1.7828 -7.5232 -0.6269 0.07
H -1.3890 -5.4606 -3.0214 0.11
H 1.9257 -5.9826 -5.5445 0.08
H -0.7657 -2.8220 4.3372 0.13
H 4.5558 -0.5252 -2.5101 0.06
H -5.0508 -0.0651 0.8187 0.12
H -2.9152 -7.0521 -1.9488 0.09
H -2.6133 -5.8322 -0.6469 0.08
H 10.1360 0.7470 -2.0115 0.07
H -6.8253 0.6195 -0.8029 0.11
H -0.5473 -7.0385 -2.7488 0.11
H 2.0773 -3.3961 -3.1686 0.10
H 2.2355 -2.0464 -1.0269 0.09
```

## Properties
Electronic energy in a.u.: -5622.141494
Kohn-Sham gap in hartree: 0.2860
Maximum force in eV Å⁻¹: 3.4
SMILES: [H]/N=C\Cc1c(C#C)cc2c(c1COCCC)C(=O)c1c(NCC)c(CC=O)cc(CC(=O)Br)c1C2=O.CCCC#N.CCCC#N.CCCC#N.CCCC#N.CCCC#N.CCCC#N.CCCC#N